{"formula": "C14H42B2F8O7S7Y", "method": "ωB97M-V/def2-TZVPD", "species": ["Y", "B", "F", "F", "F", "F", "B", "F", "F", "F", "F", "C", "S", "O", "C", "H", "H", "H", "H", "H", "H", "C", "S", "O", "C", "H", "H", "H", "H", "H", "H", "C", "S", "O", "C", "H", "H", "H", "H", "H", "H", "C", "S", "O", "C", "H", "H", "H", "H", "H", "H", "C", "S", "O", "C", "H", "H", "H", "H", "H", "H", "C", "S", "O", "C", "H", "H", "H", "H", "H", "H", "C", "S", "O", "C", "H", "H", "H", "H", "H", "H"], "positions_angstrom": [[-0.55549, -0.17755, -0.11305], [-3.26982, 0.66098, 0.88440], [-4.14960, 1.48306, 0.23097], [-3.02800, -0.46679, 0.14594], [-2.03468, 1.25652, 1.00040], [-3.78060, 0.49346, 2.11393], [0.79851, -1.63955, -3.32664], [1.42918, -2.65350, -2.71186], [0.14358, -0.97865, -2.41125], [1.79702, -0.79117, -3.87061], [-0.02657, -2.04818, -4.23436], [-1.97616, 1.06965, -4.41943], [-2.84165, 0.13001, -3.11918], [-1.93723, 0.24420, -1.86970], [-4.34792, 1.22329, -2.94868], [-0.98760, 0.64187, -4.58635], [-1.79977, 2.07110, -4.02689], [-2.44299, 0.99436, -5.40152], [-4.56714, 1.41966, -1.89916], [-5.12428, 0.97988, -3.67402], [-4.03687, 2.20708, -3.30009], [0.30260, 4.54728, -1.78019], [-1.23757, 3.53849, -1.39076], [-0.67293, 2.19956, -0.88113], [-1.79504, 4.46532, 0.10973], [0.40496, 4.42081, -2.85798], [1.23072, 4.28999, -1.26981], [0.27056, 5.60204, -1.50713], [-2.61992, 3.84130, 0.45366], [-2.29004, 5.32390, -0.34406], [-1.15290, 4.65323, 0.97022], [2.41547, 2.15957, 3.08620], [0.99307, 1.04891, 2.96979], [0.54689, 0.84583, 1.51908], [-0.21955, 2.31153, 3.44397], [3.33745, 1.61142, 2.89234], [2.45759, 2.53437, 4.10887], [2.34903, 3.01357, 2.41214], [-0.42079, 3.11319, 2.73337], [0.04526, 2.84924, 4.35438], [-1.19328, 1.86269, 3.64016], [3.95400, 0.07225, -1.83493], [2.61542, 1.28330, -1.71735], [1.52506, 0.65329, -0.79904], [3.55190, 2.41643, -0.63861], [4.15425, -0.36768, -0.85796], [4.84494, 0.60042, -2.17456], [3.82177, -0.88404, -2.34102], [3.84187, 1.79063, 0.20542], [2.87220, 3.19002, -0.28131], [4.29541, 2.97326, -1.20891], [-2.79913, -1.80387, 3.95142], [-1.25654, -2.22012, 2.99377], [-0.99546, -1.14007, 1.95930], [-0.01984, -1.97865, 4.35030], [-2.84309, -0.76603, 4.28168], [-2.86747, -2.43067, 4.84055], [-3.68036, -2.08933, 3.37692], [0.99928, -2.29928, 4.13425], [-0.28627, -2.48900, 5.27586], [0.18002, -0.97320, 4.72074], [3.25400, -1.29316, 2.08645], [2.12136, -2.39351, 1.16087], [1.10117, -1.43525, 0.53601], [3.28658, -3.20278, -0.02980], [4.21180, -1.75099, 2.33366], [2.77477, -0.91817, 2.99078], [3.47973, -0.55933, 1.31274], [4.26613, -2.72536, -0.00407], [2.91000, -3.03608, -1.03901], [3.33381, -4.24695, 0.27934], [-0.23908, -4.74202, -0.42340], [-1.78481, -3.67754, -0.58523], [-1.18444, -2.29185, -0.68834], [-2.23189, -4.18116, -2.31446], [0.24915, -4.46015, 0.50949], [0.36458, -4.68699, -1.32930], [-0.65924, -5.73251, -0.24876], [-3.04482, -4.90491, -2.25602], [-1.38222, -4.35751, -2.97405], [-2.74805, -3.29301, -2.67897]], "atomic_forces_ev_per_a": [[1.13, -0.69, 0.33], [-1.73, 0.79, 0.78], [-0.51, 1.05, -1.59], [-0.23, -1.89, -0.39], [1.76, 1.23, 0.26], [-0.32, -1.09, 1.71], [4.02, 0.33, -1.01], [1.56, -2.66, 1.32], [-2.71, 3.40, 3.67], [0.22, 0.61, -0.30], [-3.05, -1.45, -3.57], [1.16, -0.53, 0.06], [0.49, 1.36, 0.58], [-2.11, 0.91, -2.85], [1.10, 0.99, -0.12], [0.07, -0.48, 0.40], [-0.51, 0.03, -0.18], [-0.66, 0.19, 0.36], [-0.44, -0.94, 0.13], [-0.10, -0.88, 0.54], [0.54, 0.02, -0.12], [-0.30, -0.05, -0.43], [2.36, 0.54, 2.45], [-0.68, 0.88, -1.30], [-1.34, -0.94, -1.03], [0.30, 0.21, 0.10], [-0.41, -1.11, 0.12], [-1.04, 0.10, -0.28], [-0.07, -0.14, 0.14], [0.33, 0.43, 0.33], [0.54, 0.04, -0.70], [0.36, -0.07, -0.38], [-1.93, 1.54, -1.55], [1.77, 1.34, 2.16], [-0.65, 0.41, 1.26], [-0.09, -0.06, -0.06], [-0.14, -0.17, 0.08], [-0.22, -0.14, -0.09], [0.62, -0.48, -0.67], [0.34, -0.34, 0.25], [0.15, -0.43, -0.15], [0.48, -0.71, 0.75], [-1.44, -1.29, 0.70], [2.50, 1.46, -1.70], [-1.03, -0.13, -0.02], [0.05, 0.82, 0.67], [-0.06, -0.09, -0.15], [-0.82, 0.74, -1.12], [0.61, 0.38, -0.06], [-0.30, -0.24, 0.04], [0.44, -0.60, 0.13], [0.36, -0.24, 0.06], [-0.01, 0.58, 0.73], [-0.96, -0.69, 1.67], [0.33, 0.34, 0.78], [0.15, 0.02, -0.42], [0.54, -0.20, 0.02], [0.28, 0.35, -0.44], [-0.28, -0.56, -0.79], [-0.50, -0.51, -0.34], [-0.83, 0.48, -0.57], [0.32, -0.31, -1.13], [-1.05, 0.16, 0.43], [3.02, -2.54, 0.31], [-0.19, 1.22, 0.06], [-0.24, -0.45, 0.08], [-0.08, 0.01, -0.33], [-0.15, 0.60, 0.41], [0.04, -0.10, 0.28], [-0.41, -0.35, 0.01], [-0.04, 0.13, -0.19], [-1.79, 0.05, 0.30], [1.93, -0.65, -0.89], [-0.83, -0.34, -0.24], [-0.51, 1.16, 0.79], [0.08, 0.28, -0.23], [-0.04, 0.23, 0.19], [0.22, -0.25, -0.26], [0.55, -0.54, -0.03], [-0.06, -0.34, 0.30], [0.12, 0.24, -0.05]], "lowdin_spin": [-0.0072, -0.0004, 0.0001, 0.0007, -0.0012, 0.0002, 0.0001, 0.0001, 0.0008, 0.0002, 0.0004, 0.0392, 0.1916, 0.4863, 0.0380, 0.0001, 0.0051, -0.0001, 0.0001, -0.0006, 0.0063, 0.0081, 0.0144, 0.1969, 0.0040, 0.0000, -0.0002, 0.0010, 0.0000, 0.0001, 0.0000, 0.0001, 0.0001, 0.0014, 0.0001, 0.0000, 0.0000, 0.0000, 0.0000, 0.0000, 0.0000, 0.0001, 0.0000, 0.0018, 0.0000, 0.0000, 0.0000, 0.0000, 0.0000, 0.0000, 0.0000, 0.0000, 0.0000, -0.0001, 0.0000, 0.0000, 0.0000, 0.0000, 0.0000, 0.0000, 0.0000, 0.0000, 0.0000, 0.0002, 0.0000, 0.0000, 0.0000, 0.0000, 0.0000, 0.0000, 0.0000, 0.0011, 0.0006, 0.0091, 0.0005, 0.0000, 0.0000, 0.0002, 0.0000, 0.0000, 0.0009], "homo_ha": [-0.5083, -0.5082], "spin_multiplicity": 2, "homo_lumo_gap_ev": [9.255, 4.098], "charge": 2, "s2": 0.758, "de_lowest_ev": 0.000, "e_tot_ev": -129509.832}